Here is a structure of composition C32H19BrF3N6O6SZn in a non-equilibrium geometry from OMol25. Energies are from the ωB97M-V functional and the def2-TZVPD basis.

CARTESIAN COORDINATES (ANGSTROEM)
1 Zn 0.8422 0.8994 0.6823
2 O 3.7107 0.5674 6.8999
3 C 4.0085 -0.2571 6.0228
4 O 4.6765 -1.3013 6.0453
5 C 3.4230 0.0910 4.6002
6 C 3.6530 -0.7450 3.5222
7 C 3.0760 -0.4566 2.2916
8 N 2.3329 0.6457 2.1218
9 C 2.1397 1.4829 3.1471
10 C 2.6696 1.2329 4.4022
11 C 1.3576 2.6918 2.8068
12 C 0.8424 3.5579 3.7634
13 C 0.1666 4.6900 3.3449
14 C 0.0500 4.9445 1.9876
15 C 0.5636 4.0168 1.0987
16 N 1.1871 2.9115 1.4962
17 C 3.3030 -1.3231 1.1114
18 C 3.7499 -2.6378 1.2475
19 C 4.0606 -3.3618 0.1121
20 C 3.9217 -2.7584 -1.1272
21 C 3.4257 -1.4671 -1.1672
22 N 3.1124 -0.7649 -0.0851
23 H 4.2777 -1.6118 3.6880
24 H 2.5165 1.8815 5.2543
25 H 0.9542 3.3319 4.8137
26 H -0.2607 5.3698 4.0701
27 H -0.4517 5.8290 1.6232
28 H 0.4600 4.1488 0.0305
29 H 3.8339 -3.0877 2.2263
30 H 4.4194 -4.3792 0.1950
31 H 4.1857 -3.2705 -2.0419
32 H 3.2811 -0.9668 -2.1168
33 Br -4.5208 1.7622 -5.6320
34 C -4.1133 0.1004 -4.8069
35 C -4.3053 -0.0488 -3.4456
36 C -3.9871 -1.2562 -2.8505
37 C -3.4981 -2.3164 -3.6163
38 C -3.3545 -2.1523 -4.9961
39 C -3.6383 -0.9377 -5.5919
40 N -3.3118 -3.6030 -3.0760
41 N -2.7534 -3.8712 -1.9907
42 C -1.9847 -3.0098 -1.2034
43 C -2.0994 -3.2285 0.1683
44 C -1.4644 -2.4446 1.1119
45 C -0.6222 -1.3901 0.7360
46 O 0.0212 -0.6756 1.5801
47 C -0.4666 -1.1545 -0.6889
48 N 0.3405 -0.1252 -1.0395
49 C 0.5732 0.1208 -2.3101
50 C 0.1003 -0.7205 -3.3176
51 C -0.6970 -1.7850 -2.9870
52 C -1.0938 -1.9836 -1.6492
53 H -4.6581 0.7734 -2.8406
54 H -4.1006 -1.3730 -1.7817
55 H -2.9675 -2.9761 -5.5829
56 H -3.4901 -0.7957 -6.6535
57 H -2.7766 -4.0124 0.4847
58 H -1.6163 -2.6149 2.1692
59 H 1.1790 0.9894 -2.5303
60 H 0.3891 -0.5395 -4.3438
61 H -1.0029 -2.4813 -3.7512
62 F -3.9757 3.5101 -0.9013
63 C -3.0471 3.3015 0.0392
64 F -3.6713 2.8136 1.1219
65 F -2.5346 4.4965 0.3784
66 S -1.7515 2.0781 -0.5215
67 O -2.5701 1.0674 -1.1271
68 O -0.8821 2.8310 -1.3929
69 O -1.1368 1.7477 0.7717

E_tot   -192170.831 eV
Net charge   -1
Relative energy (zero: lowest compared OMol25 entry of this formula, charge and spin)   91.2 kJ/mol
HOMO-LUMO gap   6.9 eV
LUMO   1.67 eV